(1)
29
Properties=species:S:1:pos:R:3:forces:R:3:lowdin_spin:R:1 method="wB97M-V/def2-TZVPD" orbital_gap_ev="5.7 / 5.2" multiplicity=3 total_charge=+1 e_above_lowest_kj_mol=100.6 homo_energy_ev="-8.45 / -12.56"
C -0.795 3.242 -1.769 -0.715 1.567 -0.686 0.03
C 1.379 0.609 1.022 0.379 0.852 -0.504 0.10
C -0.710 2.303 -0.578 -1.715 0.194 2.925 0.09
C 1.422 2.034 0.456 0.460 3.787 0.851 0.12
C 0.729 2.312 -0.798 0.741 -5.397 -1.107 0.42
C -1.722 -1.420 0.317 -0.390 1.744 -4.421 0.01
C 0.403 -1.574 -0.888 2.404 0.253 1.714 0.01
C 0.257 -2.191 1.628 -0.268 -0.541 1.343 0.05
C -0.228 -1.295 0.496 -0.206 -0.226 -1.791 0.04
N 0.633 2.974 -1.965 0.793 0.924 -3.188 0.19
N 0.056 0.125 0.953 -0.502 -2.565 2.059 0.63
S -0.018 3.167 0.910 -0.870 -0.234 2.316 0.19
H -1.555 2.948 -2.543 1.125 0.335 0.415 0.00
H -0.813 4.348 -1.520 -1.050 -1.274 -0.096 0.01
H 1.949 0.051 0.314 0.738 -0.680 -0.195 0.00
H 1.778 0.559 2.060 -0.309 0.141 -0.543 0.03
H -1.470 1.438 -0.282 1.539 1.696 -1.012 0.03
H 2.369 2.605 0.651 -0.671 -1.002 -0.120 0.00
H -2.084 -0.359 0.248 -0.377 -1.203 -0.250 0.00
H -2.015 -2.011 -0.693 0.780 1.656 2.285 0.00
H -2.252 -1.898 1.030 -1.427 -1.432 2.764 0.00
H -0.086 -2.410 -1.371 -0.013 -0.089 0.094 0.00
H 1.494 -1.932 -0.580 -1.827 1.143 -1.672 0.00
H 0.264 -0.651 -1.511 0.754 -0.920 0.307 0.01
H 1.390 -2.412 1.668 -1.936 0.420 -0.076 0.00
H -0.108 -1.627 2.538 0.792 -1.034 -0.280 0.00
H -0.400 -3.135 1.621 1.375 1.175 -0.133 0.01
H 1.247 3.684 -2.330 0.239 0.106 0.207 0.01
H -0.492 0.288 1.834 0.157 0.603 -1.207 0.01

=====

(2)
30
Properties=species:S:1:pos:R:3:forces:R:3:lowdin_charge:R:1 method="wB97M-V/def2-TZVPD" smiles="NS[C@@H]1SC=C[N@H+]1C1CCCCC1" orbital_gap_ev=9.8 total_charge=+1 e_above_lowest_kj_mol=110.7 homo_energy_ev=-12.63
C -1.226 1.137 -1.334 0.627 1.286 -2.358 -0.20
C -2.098 2.054 -0.939 0.040 -0.821 0.734 -0.34
C 3.017 0.543 0.113 1.721 -0.534 1.398 -0.19
C 2.651 -0.844 -0.378 -1.577 -0.049 1.752 -0.19
C 2.075 1.195 1.166 -0.528 -2.474 -3.800 -0.17
C 1.177 -0.860 -0.868 -0.581 -1.431 -0.634 -0.14
C 0.638 1.186 0.719 -1.991 -1.670 0.254 -0.09
C 0.156 -0.298 0.105 0.858 2.456 2.288 -0.24
C -2.448 -0.100 0.423 2.908 -0.949 1.344 -0.81
N -3.168 -2.641 0.758 0.207 -0.460 -0.407 -0.31
N -1.178 -0.072 -0.558 -0.749 -1.535 -1.192 -0.13
S -2.982 1.619 0.492 -0.597 -0.279 0.455 0.96
S -3.656 -1.249 -0.137 -0.840 -0.754 0.440 0.88
H -0.474 1.229 -2.182 -1.341 -0.148 1.205 0.17
H -2.324 3.055 -1.243 0.383 0.228 -0.733 0.09
H 4.033 0.411 0.607 -1.086 0.441 -0.561 0.14
H 3.180 1.253 -0.676 -0.075 0.279 -0.683 0.11
H 3.231 -1.199 -1.177 0.992 -0.116 -1.204 0.09
H 2.900 -1.552 0.449 -0.813 0.285 -0.460 0.13
H 2.089 0.651 2.036 0.547 -0.909 2.416 0.09
H 2.469 2.132 1.197 0.638 2.884 1.024 0.09
H 1.190 -0.214 -1.812 -0.281 -1.138 0.961 0.14
H 0.789 -1.963 -1.040 0.998 2.069 -0.374 0.16
H 0.001 1.629 1.597 0.623 -1.140 -1.861 0.15
H 0.376 1.640 -0.218 0.855 1.704 0.214 0.07
H -0.120 -0.964 0.900 0.445 -0.699 0.377 0.13
H -1.948 -0.525 1.407 -1.399 1.076 -1.735 0.13
H -3.708 -2.851 1.576 -0.524 0.919 0.769 0.03
H -3.333 -3.514 0.264 0.537 0.354 -0.891 0.04
H -1.309 -0.888 -1.248 0.003 1.125 1.263 0.18

=====

(3)
29
Properties=species:S:1:pos:R:3:forces:R:3:lowdin_charge:R:1 method="wB97M-V/def2-TZVPD" orbital_gap_ev="7.4 / 6.0" total_charge=+1 homo_energy_ev="-11.39 / -10.19"
C 2.221 0.597 -1.437 0.413 -0.810 -0.545 -0.07
C 2.413 1.393 -0.330 1.860 1.098 -0.980 -0.09
C 1.871 -0.778 -1.225 0.052 1.198 -1.231 -0.11
C 2.325 0.942 0.989 -0.560 0.974 -1.794 -0.13
C 1.642 -1.175 0.045 -0.495 -0.131 2.912 -0.16
C 1.909 -0.331 1.166 -1.478 -0.825 1.151 -0.38
C -1.298 1.489 1.380 4.843 3.045 1.257 -0.17
C -2.544 -0.733 -2.112 1.104 3.022 -2.222 -0.03
C -1.635 -0.557 0.224 -1.502 1.360 1.208 -0.14
N -1.399 0.858 0.178 0.245 -2.042 -1.440 -0.12
N -1.416 -1.035 -1.190 0.791 -0.471 0.256 -0.04
Si 0.904 -0.772 2.711 -0.529 -1.277 -2.997 0.91
H 2.431 1.044 -2.442 -0.334 -0.768 0.978 0.13
H 2.906 2.356 -0.555 -0.862 -0.179 0.411 0.12
H 1.752 -1.491 -2.029 -0.068 0.151 -0.280 0.11
H 2.291 1.702 1.726 0.584 0.298 1.011 0.10
H 1.061 -2.041 0.387 0.692 -0.373 -0.969 0.08
H -0.381 0.945 2.035 -1.212 0.606 -0.839 0.04
H -0.974 2.583 1.210 -0.144 -1.664 0.151 0.13
H -1.990 1.617 2.127 -2.708 -0.726 1.023 0.06
H -3.297 -1.445 -2.011 -1.224 -1.130 0.511 0.07
H -2.919 0.312 -1.902 0.391 -1.320 -0.119 0.12
H -2.214 -0.748 -3.206 -0.178 -0.080 1.517 0.12
H -2.710 -0.638 0.698 1.991 -0.797 -1.382 0.15
H -0.574 1.097 -0.390 -0.436 0.020 0.270 0.12
H -1.302 -2.079 -1.261 0.386 1.325 0.571 0.19
H -0.459 -0.562 -1.426 -1.894 -1.313 -0.026 0.16
H 0.708 -0.330 4.020 0.372 0.972 1.447 -0.10
H 0.679 -2.216 2.622 -0.100 -0.164 0.150 -0.07